1.
The following is a quantum chemistry calculation of a structure of composition C43H104BO22V in a non-equilibrium geometry, from OMol25.

Positions of all 171 atoms, in Å:
O: -4.68065 -2.91486 -2.96691
V: -3.55704 -2.18525 -3.88103
O: 0.86380 2.93985 0.90086
C: 0.40643 1.80159 0.87244
O: 0.29388 1.01009 -0.16616
B: -0.30527 -0.27597 0.26842
O: -0.51919 -0.10444 1.72956
C: -0.21664 1.09305 2.05117
O: -0.29622 1.61814 3.17732
O: 0.58320 -1.40986 0.03874
C: 0.02276 -2.21734 -0.87335
O: 0.47112 -3.20265 -1.38588
C: -1.37315 -1.61727 -1.23497
O: -1.54886 -0.58006 -0.45621
O: -2.19056 -2.00327 -2.12200
C: 3.82180 2.12142 7.02750
C: 3.04544 2.52162 5.81938
O: 3.33430 1.88379 4.57986
C: 2.82003 0.59154 4.38267
C: 3.12540 0.17060 2.95772
H: 3.56882 2.65594 7.94314
H: 3.74962 1.05450 7.23860
H: 4.87928 2.34735 6.89043
H: 1.96297 2.64952 5.82147
H: 3.35069 3.56052 5.69450
H: 3.30342 -0.10431 5.06839
H: 1.75626 0.54746 4.61624
H: 4.18574 0.28748 2.73386
H: 2.60376 0.75490 2.19971
H: 2.87108 -0.86370 2.72609
C: 3.09599 -0.65119 -3.99474
C: 2.87537 -0.44578 -2.45988
O: 4.04230 0.06380 -1.90302
C: 3.90884 0.56153 -0.57169
C: 5.28961 1.17958 -0.26618
H: 3.45219 0.22816 -4.53137
H: 3.70584 -1.55302 -4.04844
H: 2.11981 -0.81344 -4.45174
H: 2.01489 0.13215 -2.12273
H: 2.65468 -1.42652 -2.03852
H: 3.18390 1.36554 -0.44469
H: 3.82870 -0.23560 0.16741
H: 5.57259 1.92373 -1.01067
H: 6.03823 0.38919 -0.32066
H: 5.25844 1.62057 0.73014
C: -7.22261 1.42539 5.88566
C: -6.97777 1.85598 4.43186
O: -5.72631 1.37123 3.95495
C: -5.32771 1.94209 2.70951
C: -3.82277 1.64751 2.58743
H: -6.34402 1.66156 6.48600
H: -8.05474 1.95049 6.35462
H: -7.32666 0.34405 5.97500
H: -7.81734 1.51053 3.82865
H: -7.05823 2.94236 4.39421
H: -5.83138 1.48697 1.85671
H: -5.37447 3.03094 2.72758
H: -3.57173 0.58737 2.62193
H: -3.17958 2.16035 3.30256
H: -3.52611 2.03095 1.61118
C: -0.31833 -3.05846 6.13869
C: 0.15884 -2.50078 4.81879
O: 0.33961 -3.62625 4.03004
C: 0.66669 -3.19603 2.65790
C: 0.82706 -4.49945 1.88545
H: -0.61031 -2.32196 6.88729
H: -1.15766 -3.73848 5.99306
H: 0.49676 -3.66321 6.53619
H: -0.51228 -1.75009 4.40145
H: 1.05008 -1.90067 5.00227
H: -0.15325 -2.57552 2.29630
H: 1.61208 -2.65535 2.70263
H: 1.09953 -4.40413 0.83437
H: -0.12379 -5.03031 1.83896
H: 1.58790 -5.13542 2.33796
C: 0.04254 3.36127 -6.12070
C: 1.24494 4.24039 -5.64460
O: 1.75559 3.65895 -4.47361
C: 2.46039 4.53309 -3.59476
C: 2.76222 3.76932 -2.32616
H: -0.34593 3.77452 -7.05152
H: 0.36402 2.32655 -6.23943
H: -0.75043 3.38634 -5.37325
H: 2.07374 4.20889 -6.35184
H: 0.99759 5.29425 -5.51694
H: 3.38514 4.92411 -4.01908
H: 1.89097 5.39829 -3.25520
H: 3.13688 2.77718 -2.57795
H: 1.92599 3.54420 -1.66423
H: 3.46383 4.29620 -1.67945
C: -2.84741 -7.68891 -2.69714
C: -3.32209 -6.29073 -2.21633
C: -2.31882 -5.47354 -1.45645
O: -3.70164 -5.60980 -3.36963
H: -3.71919 -8.25297 -3.02871
H: -2.41090 -8.23974 -1.86399
H: -2.13300 -7.72871 -3.51942
H: -4.12671 -6.48884 -1.50821
H: -2.82097 -4.62463 -0.99245
H: -1.54150 -5.03477 -2.08204
H: -1.89463 -5.97977 -0.58934
H: -4.51725 -5.99281 -3.70082
C: 0.33255 -3.91059 -4.78102
C: -1.03172 -3.74859 -5.38698
C: -1.43423 -4.79689 -6.43109
O: -2.05341 -3.66870 -4.33320
H: 0.45573 -3.12896 -4.03136
H: 1.07120 -3.82189 -5.57765
H: 0.51706 -4.87861 -4.31521
H: -1.02853 -2.76360 -5.85376
H: -1.59326 -5.77685 -5.98110
H: -0.66752 -4.83997 -7.20465
H: -2.37953 -4.59586 -6.93518
H: -2.16531 -4.58493 -4.06939
C: 0.83418 5.22225 3.94760
C: -0.59775 5.02970 4.43128
C: -1.62587 5.32011 3.33669
O: -0.67863 3.66920 4.81468
H: 1.48263 5.20649 4.82359
H: 0.94884 6.14246 3.37474
H: 1.21769 4.51118 3.21589
H: -0.81756 5.62517 5.31740
H: -2.61842 5.43890 3.77122
H: -1.58537 4.61098 2.50989
H: -1.42614 6.29084 2.88295
H: -0.55304 3.06321 4.08079
C: 3.43332 -4.19088 -2.59255
C: 4.21873 -5.24856 -3.40055
O: 3.31660 -6.20126 -3.74118
H: 3.96638 -3.30200 -2.25514
H: 2.90056 -4.56905 -1.72005
H: 2.68777 -3.83151 -3.30185
H: 5.07144 -5.63955 -2.84548
H: 4.65885 -4.74056 -4.25864
H: 3.08883 -6.79895 -3.02530
C: -1.11947 4.11085 -2.65175
C: -1.41762 4.61826 -1.23604
O: -2.08212 5.90002 -1.42008
H: -1.91927 3.42591 -2.93334
H: -0.16835 3.57871 -2.66873
H: -1.10150 4.88746 -3.41638
H: -0.51293 4.66462 -0.62985
H: -2.12502 3.90207 -0.81802
H: -1.66606 6.58867 -0.89637
C: 4.91696 5.00474 1.39582
C: 4.08281 4.27903 2.41893
O: 4.82739 3.29098 3.03028
H: 4.29832 5.71188 0.84324
H: 5.25533 4.20436 0.73780
H: 5.81429 5.41328 1.86058
H: 3.27175 3.72503 1.94632
H: 3.71440 5.00794 3.14077
H: 4.21910 2.71883 3.50380
C: -0.23984 0.59866 -3.83233
C: -1.75915 0.58258 -3.99131
O: -2.17041 -0.61656 -4.66122
H: 0.13716 -0.34641 -3.44143
H: -0.00165 1.45582 -3.20252
H: 0.27334 0.74747 -4.78238
H: -2.18859 1.44195 -4.50625
H: -2.21933 0.57660 -3.00323
H: -1.83771 -0.61882 -5.56172
C: -3.43798 -2.70107 1.95713
C: -4.38867 -1.96522 1.01870
O: -4.63420 -2.84319 -0.06482
H: -3.89932 -3.59329 2.38047
H: -3.15043 -2.00780 2.74756
H: -2.52364 -2.97035 1.42840
H: -3.90584 -1.07835 0.60829
H: -5.31422 -1.65547 1.50400
H: -5.20212 -3.58074 0.16987

Calculated values
orbital gap (spin up / spin down)	4.004 / 2.876	eV
2S+1	3
total charge	+2
E_LUMO (spin up / spin down)	-0.31638 / -0.35783	hartree
calculated total energy	-4324.2632	Eh

=====

2.
The following is a quantum chemistry calculation of a cluster of 13 separate species, C43H118N6O19 in total in a non-equilibrium geometry, from OMol25.

Positions of all 186 atoms, in Å:
C: -7.15527 10.40274 -2.08305
O: -6.22709 9.87601 -1.11066
C: -6.59129 8.67694 -0.41784
C: -6.36856 7.36403 -1.24653
N: -6.78108 6.15904 -0.51942
C: -5.88499 5.67712 0.57332
C: -5.84383 4.18573 0.54295
O: -5.56280 3.62964 -0.72116
C: -5.70335 2.22871 -0.69473
H: -7.23568 9.69719 -2.90998
H: -6.80389 11.19455 -2.74462
H: -8.11856 10.56628 -1.59992
H: -7.54893 8.58485 0.09456
H: -5.81129 8.48327 0.31851
H: -5.43430 7.13132 -1.75751
H: -7.06097 7.45472 -2.08346
H: -7.08356 5.36433 -1.06443
H: -6.34335 5.95147 1.52345
H: -4.90601 6.15427 0.61798
H: -6.86394 3.91165 0.81196
H: -5.21317 3.74395 1.31444
H: -5.51196 1.91580 -1.72115
H: -6.70311 2.02731 -0.30998
H: -5.03227 1.73781 0.01009
C: 0.89897 -4.42658 1.34993
O: 2.10749 -3.70243 1.77163
C: 1.91184 -2.80761 2.84575
C: 3.06724 -1.85736 3.12795
N: 3.27749 -0.90255 2.05771
C: 4.11965 0.25496 2.51006
C: 5.54385 -0.26055 2.36492
O: 5.82707 -0.68216 1.03151
C: 5.81026 0.21764 0.00219
H: 0.00787 -3.85107 1.09931
H: 0.55582 -5.11528 2.12196
H: 1.16280 -4.90079 0.40462
H: 1.69684 -3.42390 3.71871
H: 1.02704 -2.20768 2.63289
H: 3.90523 -2.54884 3.21596
H: 2.96812 -1.31676 4.06924
H: 3.95889 -1.30735 1.43166
H: 3.95578 0.58305 3.53651
H: 4.11066 1.19682 1.96151
H: 5.82036 -0.99521 3.12117
H: 6.27151 0.50397 2.63719
H: 6.28436 1.14666 0.31885
H: 4.86630 0.69640 -0.25827
H: 6.27820 -0.15761 -0.90792
C: -2.24979 1.94279 -3.61480
O: -3.56044 2.47827 -3.84536
C: -3.88767 2.45503 -5.23509
C: -5.38516 2.75919 -5.35888
N: -5.79834 2.50809 -6.68834
C: -6.02280 1.08497 -7.13812
C: -6.71960 1.10045 -8.52046
O: -8.14581 1.23973 -8.38912
C: -8.69653 1.09762 -9.64063
H: -1.49752 2.66384 -3.93464
H: -1.95097 0.98430 -4.03918
H: -2.02999 1.91575 -2.54753
H: -3.72962 1.48706 -5.71067
H: -3.24161 3.22269 -5.66100
H: -5.67265 3.72033 -4.93266
H: -6.04498 2.10336 -4.79089
H: -6.67840 2.98333 -6.82883
H: -6.71696 0.47020 -6.56514
H: -5.09111 0.53110 -7.25341
H: -6.45797 0.12589 -8.93263
H: -6.24782 1.84108 -9.16622
H: -9.77417 1.09577 -9.47698
H: -8.46037 0.14785 -10.12050
H: -8.39104 1.91222 -10.29729
C: -0.64890 -2.13421 -1.63595
O: -2.10035 -2.08658 -1.74933
C: -2.70750 -1.25656 -0.74377
C: -2.63846 -1.79459 0.73067
N: -3.45843 -2.96752 0.97004
C: -3.22314 -3.56499 2.23867
C: -3.02501 -5.13823 2.06113
O: -1.93220 -5.62775 1.34982
C: -1.84494 -6.97968 0.97910
H: -0.07866 -1.53702 -2.34749
H: -0.40036 -3.17887 -1.82310
H: -0.29783 -2.09790 -0.60467
H: -3.72746 -1.15158 -1.11358
H: -2.27348 -0.25982 -0.82267
H: -3.09940 -1.09659 1.42954
H: -1.59544 -1.95705 1.00240
H: -3.16971 -3.81718 0.50655
H: -4.04031 -3.26768 2.89591
H: -2.29143 -3.17232 2.64587
H: -3.97268 -5.61349 1.80785
H: -2.87214 -5.60231 3.03548
H: -2.23774 -6.98784 -0.03763
H: -2.30573 -7.75864 1.58656
H: -0.79179 -7.25589 0.92735
C: 1.11004 -5.50182 -4.01506
O: 2.34559 -5.10311 -3.34964
C: 2.28028 -3.76874 -2.92055
C: 3.56404 -3.00621 -2.91376
N: 4.09240 -2.80970 -4.29392
C: 5.61178 -2.76704 -4.33402
C: 6.08796 -2.24791 -5.73125
O: 5.51702 -2.81029 -6.92905
C: 5.81397 -4.15245 -7.27373
H: 0.22208 -5.11703 -3.51352
H: 0.95498 -6.55673 -3.78874
H: 0.96638 -5.10817 -5.02129
H: 1.90118 -3.90100 -1.90720
H: 1.63735 -3.14248 -3.53906
H: 4.29735 -3.54315 -2.31205
H: 3.43788 -2.00286 -2.50698
H: 3.81414 -3.59265 -4.86807
H: 5.99201 -3.77857 -4.19140
H: 6.12601 -2.10893 -3.63363
H: 7.17359 -2.27847 -5.82385
H: 6.07282 -1.15824 -5.75313
H: 6.88133 -4.24009 -7.47661
H: 5.26711 -4.34859 -8.19601
H: 5.57743 -4.93076 -6.54821
C: 2.40619 1.26862 7.78984
O: 3.78955 0.82750 7.61003
C: 3.87585 -0.31005 6.74863
C: 5.29211 -0.28377 6.19237
N: 6.43203 -0.46239 7.07823
C: 6.52203 -1.91775 7.42781
C: 7.03815 -2.78031 6.21875
O: 6.07378 -3.21558 5.31291
C: 5.70280 -4.58624 5.37131
H: 2.40068 2.35131 7.91563
H: 2.02010 0.76758 8.67753
H: 1.64760 0.97491 7.06432
H: 3.19509 -0.13915 5.91470
H: 3.76180 -1.28351 7.22555
H: 5.47304 0.70838 5.77883
H: 5.29319 -1.02102 5.38952
H: 6.36026 0.18029 7.85405
H: 5.52887 -2.17085 7.79885
H: 7.14724 -1.91666 8.32067
H: 7.67001 -3.58058 6.60401
H: 7.68545 -2.06193 5.71573
H: 6.56002 -5.21428 5.61390
H: 5.23102 -4.77982 4.40796
H: 4.94557 -4.77232 6.13294
C: -2.89489 5.36866 -1.12109
O: -2.87346 4.03608 -1.35357
H: -3.03289 5.46614 -0.04426
H: -1.99379 5.88738 -1.44827
H: -3.75267 5.82421 -1.61582
H: -3.80130 3.79625 -1.29703
C: -0.70348 2.99185 4.33354
O: 0.53879 2.33709 4.58822
H: -0.65930 4.00709 3.93926
H: -1.24478 2.51970 3.51368
H: -1.31636 2.94585 5.23374
H: 1.22716 2.94583 4.31039
C: 5.28032 -5.16378 0.90680
O: 4.18484 -4.41239 0.37984
H: 4.94846 -6.10370 1.34783
H: 5.97077 -5.41411 0.10137
H: 5.81339 -4.57454 1.65294
H: 3.48100 -4.32112 1.02626
C: 0.07061 0.85364 1.55237
O: 0.92612 -0.06142 0.85058
H: 0.37339 1.89659 1.45930
H: -0.94514 0.74016 1.17360
H: -0.06557 0.64822 2.61414
H: 1.70731 -0.17214 1.39746
C: 2.27762 1.24165 -2.11785
O: 2.59745 1.24041 -0.72699
H: 1.20068 1.08040 -2.16563
H: 2.19347 2.23495 -2.55872
H: 2.70853 0.39556 -2.65315
H: 1.99220 0.73160 -0.18258
C: 2.35500 4.45322 1.57232
O: 2.54260 3.12786 2.09474
H: 3.15035 4.86277 0.94961
H: 1.48086 4.35160 0.92914
H: 2.19273 5.11713 2.42142
H: 2.40825 2.42133 1.45885
C: -0.90389 -0.88444 5.49056
O: 0.52568 -0.44579 5.36519
H: -1.20242 -1.81789 5.01343
H: -1.14367 -0.96890 6.55050
H: -1.50356 -0.01967 5.20657
H: 0.63247 0.40811 4.93968

Calculated values
orbital gap	8.740	eV
total charge	0
E_LUMO	0.01124	hartree
energy above the lowest of the compared OMol25 structures with the same formula, charge and spin	113.5	kcal per mole
calculated total energy	-3466.5774	Eh

=====

Among the records above, which one has the lowest calculated total energy?
C43H104BO22V

=====

Which of these has the highest calculated total energy?
C43H118N6O19

=====

Number 2 is which compound?
C43H118N6O19

=====

Look up the calculated total energy of the second one.
-3466.5774 Eh